54
Properties=species:S:1:pos:R:3 method="wB97M-V/def2-TZVPD" total_energy_ev=-47148.729 max_force_ev_per_a=1.35 mol_weight_g_mol=428.51
N 2.76 -0.66 4.94
C 2.74 0.12 4.10
C 2.68 1.12 3.07
H 2.58 2.10 3.56
C 1.49 0.91 2.11
N 1.69 -0.15 1.15
S 2.57 0.33 -0.19
O 3.04 -0.84 -0.87
O 3.52 1.35 0.16
C 1.27 1.08 -1.16
C 0.24 0.27 -1.61
C -0.78 0.82 -2.36
C -0.78 2.19 -2.66
C 0.27 2.99 -2.20
C 1.29 2.44 -1.45
H 2.11 3.03 -1.08
H 0.27 4.04 -2.42
C -1.86 2.77 -3.46
C -3.19 2.40 -3.24
C -4.21 2.94 -3.99
C -3.91 3.86 -4.98
C -2.59 4.24 -5.23
C -1.58 3.70 -4.47
H -0.55 3.97 -4.66
H -2.39 4.96 -6.01
N -4.97 4.43 -5.77
O -4.67 5.23 -6.63
O -6.10 4.07 -5.53
H -5.24 2.67 -3.82
H -3.42 1.70 -2.45
H -1.58 0.20 -2.73
H 0.27 -0.78 -1.37
C 1.85 -1.51 1.62
H 2.10 -2.10 0.74
H 2.67 -1.59 2.33
C 0.56 -2.05 2.24
N 0.63 -3.49 2.37
C -0.63 -4.11 2.73
H -1.12 -3.59 3.57
C -0.20 -5.51 3.16
H 0.05 -6.10 2.28
H -0.96 -6.03 3.74
C 1.06 -5.22 3.98
H 1.77 -6.05 3.96
H 0.80 -5.01 5.01
C 1.65 -3.96 3.32
H 1.88 -3.19 4.07
H 2.56 -4.18 2.76
H -1.30 -4.12 1.87
H -0.28 -1.81 1.58
H 0.38 -1.56 3.21
H 0.58 0.70 2.68
H 1.34 1.82 1.54
H 3.61 1.12 2.49

---

48
Properties=species:S:1:pos:R:3 method="wB97M-V/def2-TZVPD" total_energy_ev=-37093.984 max_force_ev_per_a=3.49 mol_weight_g_mol=340.49
C 2.86 0.78 -1.03
C 1.86 1.25 -0.50
O 3.49 -1.09 -2.45
O -0.27 1.90 -0.84
S -2.81 1.25 -3.87
C -0.08 1.50 -4.11
C -0.89 -0.65 -3.30
C 1.21 1.00 -4.12
C 0.43 -1.12 -3.29
C -1.13 0.46 1.50
C 1.16 -0.03 2.09
C -1.56 -0.39 2.53
C 0.76 -0.84 3.11
C -1.17 0.66 -3.75
C 1.49 -0.30 -3.71
C 0.23 0.67 1.27
C -0.60 -0.97 3.41
C 3.94 0.07 -1.70
C -2.82 2.59 -2.65
C 2.90 -0.79 -3.73
C 0.67 1.67 0.21
C -1.74 -0.76 5.59
C -2.02 -2.96 4.39
C -1.08 -1.75 4.60
H -0.01 1.33 -1.60
H -0.21 2.54 -4.37
H -1.67 -1.27 -2.90
H 2.05 1.63 -4.40
H 0.58 -2.14 -2.98
H -1.90 0.95 0.90
H 2.26 0.10 1.97
H -2.64 -0.52 2.63
H 1.58 -1.27 3.72
H 4.51 0.76 -2.35
H 4.60 -0.30 -0.93
H -2.15 3.44 -2.92
H -2.52 2.20 -1.72
H -3.85 2.97 -2.50
H 2.92 -1.65 -4.39
H 3.56 -0.08 -4.25
H 0.86 2.66 0.71
H -2.66 -0.35 5.12
H -2.05 -1.28 6.51
H -1.12 0.07 5.92
H -2.96 -2.65 3.94
H -2.26 -3.45 5.35
H -1.55 -3.69 3.76
H -0.17 -2.17 5.12

---

50
Properties=species:S:1:pos:R:3 method="wB97M-V/def2-TZVPD" total_energy_ev=-27322.019 max_force_ev_per_a=1.88 charge=+1 mol_weight_g_mol=330.26
C -3.04 2.90 1.81
N -2.01 2.47 0.88
C -0.88 1.79 1.23
C -0.04 1.65 0.11
C 1.21 0.98 0.12
C 1.87 0.61 -1.12
C 1.15 0.10 -2.23
C 1.80 -0.17 -3.44
C 3.17 0.07 -3.58
C 3.91 0.52 -2.47
C 3.28 0.73 -1.25
C -0.72 2.35 -0.99
C -0.39 2.71 -2.29
C -1.33 3.39 -3.09
C -2.57 3.78 -2.57
C -2.90 3.50 -1.23
C -1.97 2.80 -0.48
H -3.88 3.31 1.24
H -3.38 2.05 2.41
H -2.66 3.67 2.49
H -0.70 1.44 2.25
H 1.85 1.17 0.99
H 0.07 -0.06 -2.16
H 1.22 -0.57 -4.28
H 3.66 -0.08 -4.54
H 4.98 0.68 -2.56
H 3.84 1.06 -0.37
H 0.60 2.47 -2.68
H -1.08 3.62 -4.12
H -3.28 4.30 -3.21
H -3.84 3.82 -0.78
H 1.20 -0.57 1.33
B 1.34 -1.57 2.29
H 2.48 -2.00 2.24
H 1.06 -1.10 3.39
C 0.34 -2.73 1.98
N 0.19 -3.91 2.65
C 0.94 -4.32 3.82
C -0.79 -4.68 2.06
C -1.26 -3.97 1.00
N -0.56 -2.79 0.96
C -0.75 -1.77 -0.03
H 0.59 -5.31 4.14
H 2.02 -4.38 3.60
H 0.80 -3.61 4.65
H -1.08 -5.65 2.43
H -2.02 -4.22 0.28
H -1.53 -2.09 -0.73
H -1.07 -0.82 0.44
H 0.17 -1.57 -0.58